C24H23N2O9PbS4 as an isolated structure at a distorted geometry. Source: the Open Molecules 2025 dataset; level of theory: wB97M-V/def2-TZVPD.

Geometry as XYZ:
```
63
C24H23N2O9PbS4 wB97M-V/def2-TZVPD
Pb 11.082 9.470 8.233
C 12.035 6.611 5.294
C 12.377 5.744 6.456
S 12.337 6.642 8.107
C 13.846 6.075 8.859
C 14.719 7.298 9.150
S 14.047 8.815 8.468
C 14.973 9.022 6.911
C 14.625 8.079 5.771
S 12.855 8.338 5.395
H 11.002 6.861 5.203
H 12.496 6.165 4.434
H 13.448 5.431 6.253
H 11.673 4.904 6.521
H 14.367 5.438 8.121
H 13.625 5.443 9.755
H 15.740 7.097 8.788
H 14.771 7.399 10.308
H 16.090 8.905 7.055
H 14.744 10.070 6.514
H 14.902 7.031 5.975
H 15.182 8.354 4.864
O 9.615 11.198 5.819
C 8.255 11.688 5.652
C 7.572 12.127 6.932
C 6.717 13.274 7.067
C 6.123 13.518 8.333
C 6.422 12.796 9.423
C 7.258 11.717 9.191
N 7.759 11.379 8.019
H 9.504 10.196 6.023
H 7.555 10.993 5.111
H 8.512 12.583 5.012
H 6.490 13.900 6.177
H 5.290 14.246 8.389
H 6.078 13.060 10.407
H 7.390 10.955 9.988
O 5.261 6.196 7.687
C 6.270 6.860 7.840
C 7.092 7.644 6.642
O 6.717 7.816 5.527
C 8.318 8.172 7.240
C 8.180 8.073 8.684
O 9.106 8.538 9.422
C 6.868 7.523 9.118
O 6.469 7.427 10.248
O 9.378 8.528 6.576
O 12.393 12.056 7.948
C 11.930 12.397 9.059
N 11.305 11.486 9.859
S 10.941 12.134 11.325
O 11.723 11.470 12.348
O 9.528 12.300 11.527
C 11.656 13.681 11.046
C 11.930 14.649 11.985
C 12.618 15.796 11.512
C 13.105 15.845 10.184
C 12.885 14.789 9.319
C 12.254 13.686 9.797
H 11.511 14.491 13.019
H 12.729 16.610 12.224
H 13.697 16.675 9.837
H 13.332 14.782 8.295
```

Values from the calculation:
LUMO ... -0.291 Eh
Charge ... +1
E_tot ... -3500.1898 a.u.
F_max ... 0.1326 hartree/bohr

These are the Mulliken partial charges, in e, on atoms 1 to 8: Pb 1.3333; C -0.6457; C -0.7681; S -0.0073; C -0.5975; C -0.5922; S 0.0469; C -0.7271